Molecular formula: C5H8O8P
Method: DFT, the ωB97M-V functional and the def2-TZVPD basis

Geometry as XYZ:
```
22
Properties=species:S:1:pos:R:3:forces:R:3
O -1.911289 3.342157 2.817036 -0.03 0.09 0.02
C -1.412573 2.810270 1.793632 0.18 0.14 0.11
O -1.653957 2.919334 0.595758 -0.18 0.10 -0.20
P 0.008820 1.711740 2.293839 -0.28 -0.51 -0.17
O 0.418518 0.567650 1.453877 0.08 0.23 0.30
O -0.461159 1.251693 3.758240 0.17 -0.07 0.25
O 1.254281 2.712640 2.559973 0.12 0.19 -0.13
H -1.046862 1.957211 4.094469 -0.06 -0.04 -0.26
H 0.953145 3.622534 2.685299 -0.05 -0.16 0.05
C 1.609732 -0.945025 -0.862762 0.26 -0.17 0.00
C 0.624025 -1.283772 -1.940337 -0.02 0.08 0.13
C -0.820392 -1.321596 -1.492814 -0.05 0.03 -0.03
O -1.396595 -2.263613 -2.424034 -0.01 0.02 0.06
C -0.414046 -3.089611 -2.837737 0.02 -0.03 0.00
O -0.588900 -4.083015 -3.476525 0.00 0.03 0.02
O 0.790462 -2.639364 -2.432101 -0.02 0.04 -0.07
H 2.634960 -1.117950 -1.194425 -0.04 0.03 -0.12
H 1.493096 0.098972 -0.580061 -0.03 -0.03 0.09
H 1.433946 -1.542436 0.030458 -0.04 0.04 0.02
H 0.737957 -0.618999 -2.801781 0.00 -0.02 -0.02
H -1.332972 -0.366659 -1.556661 -0.04 -0.03 -0.07
H -0.920198 -1.722162 -0.483346 0.03 0.04 0.03
```
Forces are in eV/Å.

As for the total charge: -1. The multiplicity is 1. The calculated total energy comes out at -30989.1648 eV. The calculation puts the HOMO energy at -0.1933 Eh. The energy above the lowest of the compared OMol25 structures with the same formula, charge and spin is 0.0 kcal/mol.